# 1
Computed, not measured: a molecular structure, C16H44N4O4Pd in a non-equilibrium geometry, with ωB97M-V/def2-TZVPD.

Geometry (Å):
Pd -9.20 -9.63 0.79
C -4.80 -10.18 0.24
C -5.96 -10.38 1.23
C -5.41 -10.44 2.65
O -6.47 -10.61 3.60
C -5.95 -10.91 4.90
N -6.94 -9.23 1.05
H -3.91 -10.68 0.62
H -4.59 -9.19 -0.14
H -5.05 -10.69 -0.70
H -6.48 -11.32 1.05
H -4.84 -9.56 2.94
H -4.75 -11.31 2.72
H -5.13 -11.63 4.88
H -6.79 -11.41 5.38
H -5.61 -10.07 5.50
H -6.88 -8.65 1.89
H -6.51 -8.61 0.36
C -11.11 -6.92 -2.21
C -10.48 -8.04 -1.38
C -9.30 -8.60 -2.19
O -8.59 -9.57 -1.39
C -7.51 -10.16 -2.11
N -9.95 -7.55 -0.08
H -11.80 -6.33 -1.59
H -11.74 -7.22 -3.05
H -10.39 -6.14 -2.48
H -11.12 -8.91 -1.26
H -8.59 -7.83 -2.50
H -9.75 -9.06 -3.08
H -7.20 -11.03 -1.54
H -6.68 -9.45 -2.17
H -7.76 -10.50 -3.12
H -10.59 -6.78 0.10
H -9.10 -7.03 -0.32
C -10.58 -13.61 -0.50
C -10.48 -12.08 -0.34
C -11.64 -11.53 0.47
O -11.40 -10.13 0.61
C -12.48 -9.44 1.22
N -9.24 -11.81 0.45
H -9.82 -13.92 -1.22
H -11.55 -14.04 -0.77
H -10.51 -14.07 0.49
H -10.48 -11.65 -1.34
H -11.86 -12.10 1.38
H -12.48 -11.65 -0.22
H -12.29 -8.37 1.26
H -12.61 -9.75 2.26
H -13.45 -9.61 0.76
H -9.39 -12.34 1.31
H -8.50 -12.43 0.09
C -10.37 -10.11 5.20
C -10.08 -9.34 3.93
C -9.09 -8.16 4.19
O -8.82 -7.46 3.00
C -8.31 -6.16 3.24
N -9.44 -10.28 2.95
H -9.53 -10.65 5.62
H -11.24 -10.74 5.03
H -10.69 -9.39 5.97
H -10.97 -8.93 3.47
H -8.22 -8.53 4.73
H -9.70 -7.49 4.81
H -9.05 -5.58 3.80
H -8.18 -5.60 2.31
H -7.36 -6.10 3.76
H -9.86 -11.20 3.06
H -8.46 -10.43 3.19

Its multiplicity is 3. The HOMO-LUMO gap (spin up / spin down) comes out at 0.3777 / 0.3396 Ha. The value obtained for the calculated total energy is -34920.0205 eV. The expectation value of S² is 2.0040. As for the net charge: +2. The HOMO energy (spin up / spin down) comes out at -14.98 / -15.56 eV. Its maximum force is 2.18 eV/Å.

***

# 2
Computed, not measured: a molecular structure, C16H44N4O5V in a non-equilibrium geometry, with ωB97M-V/def2-TZVPD.

Geometry (Å):
O 0.04 -0.26 0.01
V 0.44 1.15 0.53
C -1.54 -5.27 -1.40
C -1.36 -3.84 -1.94
C -2.67 -3.28 -2.45
O -3.16 -4.15 -3.43
C -4.24 -3.58 -4.19
N -0.90 -2.91 -0.89
H -2.34 -5.25 -0.66
H -0.65 -5.65 -0.91
H -1.80 -5.91 -2.24
H -0.62 -3.90 -2.74
H -2.54 -2.25 -2.81
H -3.44 -3.25 -1.66
H -5.12 -3.64 -3.52
H -4.35 -4.16 -5.09
H -4.06 -2.52 -4.38
H -1.51 -2.90 -0.08
H 0.03 -3.04 -0.53
C -1.12 5.41 0.44
C -0.91 3.90 0.51
C -1.62 3.20 -0.61
O -1.52 1.77 -0.42
C -2.60 1.10 -1.09
N 0.52 3.46 0.61
H -1.00 5.82 -0.57
H -0.44 6.01 1.05
H -2.11 5.68 0.79
H -1.37 3.61 1.47
H -1.19 3.42 -1.60
H -2.64 3.58 -0.62
H -2.84 1.51 -2.07
H -3.54 1.20 -0.52
H -2.35 0.04 -1.08
H 1.09 4.00 -0.05
H 0.88 3.88 1.48
C 4.84 0.78 -0.04
C 3.49 1.42 -0.19
C 2.78 1.07 -1.47
O 1.46 1.60 -1.44
C 0.84 1.57 -2.73
N 2.57 1.09 0.93
H 5.51 1.03 -0.86
H 4.72 -0.31 -0.04
H 5.33 1.09 0.88
H 3.60 2.51 -0.11
H 2.71 -0.03 -1.51
H 3.33 1.29 -2.39
H 1.27 0.81 -3.37
H 0.83 2.56 -3.20
H -0.22 1.34 -2.57
H 2.67 1.65 1.78
H 2.77 0.14 1.28
C -0.37 0.02 4.83
C 0.59 0.15 3.64
C 1.06 -1.21 3.21
O 1.84 -1.20 2.03
C 2.67 -2.35 1.94
N -0.25 0.82 2.50
H -0.68 1.00 5.18
H 0.17 -0.43 5.67
H -1.16 -0.68 4.59
H 1.42 0.81 3.90
H 0.16 -1.83 3.00
H 1.51 -1.72 4.07
H 2.08 -3.25 1.73
H 3.36 -2.49 2.77
H 3.30 -2.23 1.04
H -1.13 0.31 2.64
H -0.54 1.70 2.96

The relative energy (zero: lowest compared OMol25 entry of this formula, charge and spin) is 6.8 kJ/mol. Its multiplicity is 2. The HOMO-LUMO gap (spin up / spin down) comes out at 0.2565 / 0.2654 Ha. The value obtained for the calculated total energy is -59177.3320 eV. The expectation value of S² is 0.7725. As for the net charge: +2. The HOMO energy (spin up / spin down) comes out at -13.18 / -13.19 eV. Its maximum force is 2.50 eV/Å.